[1]
Computed, not measured: C24H21BMnN11 as an isolated structure in a non-equilibrium geometry, with ωB97M-V/def2-TZVPD.

Geometry as ORCA input:
```
! RIJCOSX wB97M-V def2-TZVPD def2/J DEFGRID3
* xyz 2 5
Mn 0.43 0.28 -0.01
C -2.97 -2.31 -0.49
C -2.27 -1.16 -0.84
N -1.14 -1.08 -0.12
N -1.10 -2.16 0.69
C -2.19 -2.91 0.49
B 0.11 -2.42 1.65
N 1.37 -2.30 0.75
C 2.33 -3.20 0.51
C 3.16 -2.71 -0.49
C 2.63 -1.47 -0.82
N 1.55 -1.23 -0.06
N 0.14 -1.23 2.65
C -0.14 -1.13 3.96
C -0.02 0.19 4.34
C 0.33 0.86 3.17
N 0.41 0.00 2.16
N 0.05 -3.81 2.20
C 0.04 -4.40 3.42
C -0.03 -5.76 3.25
C -0.03 -5.95 1.86
N 0.01 -4.78 1.26
H -3.89 -2.66 -0.89
H -2.53 -0.41 -1.56
H -2.36 -3.81 1.03
H 2.39 -4.12 1.05
H 4.00 -3.19 -0.93
H 2.97 -0.77 -1.56
H -0.43 -1.97 4.56
H -0.15 0.61 5.31
H 0.51 1.91 3.03
H 0.10 -3.85 4.33
H -0.07 -6.53 4.00
H -0.06 -6.86 1.30
N -1.15 7.06 0.20
C -0.64 8.32 0.14
C -1.22 9.58 0.25
C -0.38 10.67 0.08
C 0.99 10.52 -0.20
C 1.57 9.27 -0.31
C 0.75 8.15 -0.15
N 1.02 6.83 -0.25
C -0.12 6.19 -0.05
C -0.24 4.76 -0.11
C 0.90 3.99 -0.42
C 0.79 2.63 -0.40
N -0.35 1.97 -0.09
C -1.46 2.70 0.13
C -1.44 4.08 0.12
H -2.12 6.83 0.40
H -2.27 9.71 0.45
H -0.79 11.66 0.14
H 1.59 11.40 -0.33
H 2.62 9.16 -0.52
H 1.82 4.49 -0.65
H 1.67 1.99 -0.64
H -2.37 2.15 0.34
H -2.36 4.61 0.31
*
```

HOMO energy (spin up / spin down)   -13.279 / -13.253 eV
Energy above the lowest of the compared OMol25 structures with the same formula, charge and spin   8.9 kJ/mol

=====

[2]
Computed, not measured: C24H21Cl2EuN2O3Te4 as an isolated structure in a non-equilibrium geometry, with ωB97M-V/def2-TZVPD.

Geometry as ORCA input:
```
! RIJCOSX wB97M-V def2-TZVPD def2/J DEFGRID3
* xyz -2 7
Eu 0.17 0.44 -1.39
Cl 6.19 -2.32 -3.67
C 4.91 -1.27 -3.41
C 4.07 -0.95 -4.51
C 3.13 0.06 -4.37
C 2.79 0.65 -3.10
O 1.74 1.38 -3.00
C 3.63 0.28 -1.99
C 3.39 0.77 -0.65
N 2.27 1.35 -0.32
C 1.88 1.78 0.90
C 2.52 1.34 2.06
C 1.94 1.56 3.31
C 0.73 2.24 3.46
C 0.02 2.66 2.32
C -1.29 3.22 2.34
C -1.93 3.55 1.16
C -1.31 3.30 -0.06
N -0.13 2.66 -0.08
C 0.60 2.43 1.05
C 4.71 -0.64 -2.18
H 4.25 -1.50 -5.45
H 2.49 0.34 -5.23
H 4.16 0.57 0.11
H 3.43 0.74 1.93
H 2.39 1.17 4.21
H 0.27 2.40 4.42
H -1.86 3.23 3.28
H -2.97 3.93 1.17
H -1.77 3.57 -1.01
H 5.41 -0.79 -1.36
Te -2.79 -0.46 -2.97
Te -4.77 0.22 -4.71
Te -3.49 3.15 -5.32
Te -1.34 2.84 -3.70
Cl -0.89 -4.47 -0.05
C -1.20 -3.40 -1.49
C 0.11 -2.92 -2.24
O 0.56 -3.76 -3.05
O 0.56 -1.79 -1.90
H -1.73 -2.51 -1.04
H -1.88 -3.97 -2.16
C -3.55 -2.53 2.36
C -2.56 -1.34 2.35
C -3.21 -0.19 3.14
C -1.25 -1.70 3.10
C -2.25 -0.96 0.95
C -1.84 -0.79 -0.23
H -3.77 -2.89 3.35
H -3.20 -3.38 1.78
H -4.49 -2.22 1.91
H -3.53 -0.53 4.14
H -4.10 0.23 2.68
H -2.52 0.63 3.28
H -1.44 -1.99 4.13
H -0.55 -0.87 3.12
H -0.73 -2.55 2.67
*
```

HOMO energy (spin up / spin down)   -0.489 / -1.860 eV
Energy above the lowest of the compared OMol25 structures with the same formula, charge and spin   0.0 kJ/mol

=====

[3]
Computed, not measured: C24H21F3FeN4O6S as an isolated structure in a non-equilibrium geometry, with ωB97M-V/def2-TZVPD.

Geometry as ORCA input:
```
! RIJCOSX wB97M-V def2-TZVPD def2/J DEFGRID3
* xyz 1 6
Fe -0.63 -2.55 -0.69
C 3.50 -4.32 -0.21
C 2.41 -3.37 0.21
O 1.38 -3.26 -0.48
N 2.60 -2.69 1.34
C 1.68 -1.66 1.78
C 0.42 -2.20 2.42
C 0.18 -2.03 3.77
C -0.98 -2.55 4.32
C -1.87 -3.23 3.51
C -1.58 -3.33 2.16
N -0.47 -2.82 1.63
H 3.65 -4.22 -1.28
H 3.16 -5.34 -0.03
H 4.43 -4.15 0.32
H 3.45 -2.83 1.86
H 1.37 -1.09 0.90
H 2.20 -1.01 2.47
H 0.90 -1.50 4.38
H -1.18 -2.42 5.38
H -2.77 -3.67 3.91
H -2.26 -3.81 1.46
O -2.11 -0.86 -0.15
C -1.27 0.03 -0.35
N -1.45 1.34 -0.51
C -0.17 2.05 -0.60
C 0.81 0.80 -0.58
O 2.01 0.86 -0.64
N 0.04 -0.31 -0.42
C -0.02 2.85 -1.89
C 1.23 3.07 -2.47
C 1.34 3.83 -3.63
C 0.21 4.37 -4.22
C -1.03 4.18 -3.62
C -1.15 3.41 -2.48
C 0.08 2.88 0.66
C 1.34 3.06 1.21
C 1.50 3.81 2.37
C 0.41 4.38 3.00
C -0.85 4.24 2.43
C -1.02 3.49 1.28
H -2.36 1.76 -0.50
H 2.11 2.63 -2.03
H 2.31 3.97 -4.08
H 0.29 4.93 -5.14
H -1.92 4.63 -4.05
H -2.12 3.28 -2.03
H 2.20 2.61 0.74
H 2.49 3.92 2.80
H 0.53 4.93 3.92
H -1.71 4.70 2.89
H -2.01 3.40 0.85
F -2.64 -2.30 -4.45
C -2.67 -2.27 -3.13
F -3.80 -1.74 -2.71
F -1.64 -1.44 -2.72
S -2.25 -3.92 -2.38
O -0.79 -3.89 -2.54
O -3.00 -4.92 -3.03
O -2.52 -3.68 -0.94
*
```

HOMO energy (spin up / spin down)   -11.308 / -11.303 eV